Record 1
{"formula": "C4H13NO2", "method": "ωB97M-V/def2-TZVPD", "charge": 0, "e_lumo_ev": 0.91, "homo_lumo_gap_ev": 9.95, "homo_energy_ev": -9.042, "spin_multiplicity": 1, "symbols": ["O", "O", "N", "C", "C", "C", "C", "H", "H", "H", "H", "H", "H", "H", "H", "H", "H", "H", "H", "H"], "coordinates": [[0.41, 2.03, -1.34], [2.69, -2.74, 0.08], [0.95, 0.45, 0.42], [-2.43, 0.73, 0.22], [-0.09, -0.51, 0.11], [1.40, 1.16, -0.81], [-1.52, -0.38, 0.79], [-1.91, 1.44, -0.42], [-0.44, -0.61, -0.94], [2.63, -2.68, 1.04], [-0.34, 1.52, -1.66], [2.23, 1.75, -0.43], [-1.32, -0.17, 1.90], [2.93, -1.94, -0.39], [0.80, 1.10, 1.17], [-3.02, 1.17, 1.09], [1.68, 0.41, -1.58], [-1.94, -1.38, 0.76], [-3.09, 0.14, -0.43], [0.38, -1.50, 0.41]]}



Record 2
{"formula": "C2H3NOS", "method": "ωB97M-V/def2-TZVPD", "charge": 0, "e_lumo_ev": -1.23, "homo_lumo_gap_ev": 7.97, "homo_energy_ev": -9.199, "spin_multiplicity": 1, "symbols": ["S", "O", "N", "C", "C", "H", "H", "H"], "coordinates": [[2.58, 0.92, 0.34], [-0.48, -2.12, -0.46], [0.34, -0.71, -0.15], [1.42, 0.03, -0.07], [-0.72, 0.31, 0.06], [-0.44, 1.23, 0.70], [-1.15, 0.59, -0.98], [-1.53, -0.26, 0.56]]}



Record 3
{"formula": "C4H10ClNSi2", "method": "ωB97M-V/def2-TZVPD", "charge": 0, "e_lumo_ev": [0.61, -3.37], "homo_lumo_gap_ev": [5.19, 6.19], "homo_energy_ev": [-4.581, -9.560], "spin_multiplicity": 3, "symbols": ["Cl", "Si", "Si", "N", "C", "C", "C", "C", "H", "H", "H", "H", "H", "H", "H", "H", "H", "H"], "coordinates": [[1.06, 0.98, 2.26], [-0.27, 0.89, 0.67], [-0.01, -2.15, -1.09], [-0.81, -0.68, 0.29], [2.57, -1.18, -1.79], [1.83, -1.95, -0.94], [-1.49, 2.26, 0.87], [-2.06, 2.45, 2.00], [-2.05, 1.78, 2.80], [2.33, -2.12, -0.04], [-0.87, -2.18, -2.43], [2.16, -0.59, -2.65], [3.57, -0.97, -1.60], [-1.67, 3.03, 0.09], [-1.75, -0.84, 0.37], [-2.62, 3.43, 2.12], [-0.27, -3.43, -0.34], [0.35, 1.25, -0.58]]}



Record 4
{"formula": "C37H28MgO5P2S", "method": "ωB97M-V/def2-TZVPD", "charge": 0, "e_lumo_ev": 0.40, "homo_lumo_gap_ev": 8.81, "homo_energy_ev": -8.410, "spin_multiplicity": 1, "symbols": ["S", "P", "P", "Mg", "O", "O", "O", "O", "O", "C", "C", "C", "C", "C", "C", "C", "C", "C", "C", "C", "C", "C", "C", "C", "C", "C", "C", "C", "C", "C", "C", "C", "C", "C", "C", "C", "C", "C", "C", "C", "C", "C", "C", "C", "C", "C", "H", "H", "H", "H", "H", "H", "H", "H", "H", "H", "H", "H", "H", "H", "H", "H", "H", "H", "H", "H", "H", "H", "H", "H", "H", "H", "H", "H"], "coordinates": [[1.91, -0.16, -1.55], [-0.97, 1.21, -2.37], [0.81, -1.38, 2.29], [-0.32, -0.17, -0.16], [1.36, 0.87, -0.67], [3.29, -0.54, -1.41], [-1.78, -1.50, 0.46], [-1.56, 0.50, 1.25], [1.01, -1.32, -1.39], [-2.79, -0.47, -3.52], [1.97, -5.22, 1.92], [-2.18, 4.47, -0.36], [1.36, 1.34, -5.84], [3.34, -5.19, 2.12], [-3.85, -0.83, -4.31], [-2.08, 3.19, -0.92], [-2.47, 0.87, -3.42], [3.13, -2.84, 2.45], [-1.88, -0.74, 1.41], [-3.06, -2.42, 4.63], [1.81, -0.29, 4.77], [-1.92, -1.39, 2.75], [2.60, 0.63, 5.43], [1.67, 0.52, -3.20], [-4.39, 1.47, -4.84], [-0.67, -2.65, 4.37], [-1.87, -2.88, 5.11], [-0.36, 4.00, -2.32], [-3.09, -1.61, 3.50], [3.30, 1.64, 4.75], [2.31, 0.84, 2.69], [1.71, -0.23, 3.37], [3.18, 1.67, 3.37], [0.28, 1.50, -4.93], [1.75, -2.90, 2.31], [-4.71, 0.13, -4.85], [3.92, -3.97, 2.35], [-3.23, 1.84, -4.15], [-0.46, 5.27, -1.82], [2.55, 0.71, -5.45], [0.45, 1.10, -3.60], [-1.17, 2.99, -1.93], [1.16, -4.07, 1.97], [-0.72, -1.81, 3.26], [-1.41, 5.51, -0.82], [2.70, 0.34, -4.10], [3.37, 0.53, -6.18], [2.26, 0.97, 1.58], [-2.87, 4.62, 0.45], [-2.24, -1.27, -3.12], [3.96, 2.37, 5.21], [-4.05, -1.89, -4.50], [3.80, 2.32, 2.79], [-2.93, 2.89, -4.08], [0.26, -3.03, 4.68], [-4.06, -1.15, 3.29], [3.59, -1.92, 2.71], [0.38, 3.90, -3.07], [1.53, -6.16, 1.82], [-5.70, -0.07, -5.32], [0.17, 6.05, -2.18], [0.15, -4.16, 1.75], [-0.72, 1.82, -5.18], [-1.66, 6.51, -0.48], [-1.83, -3.38, 6.07], [1.19, 1.56, -6.87], [5.02, -3.87, 2.47], [3.61, -0.14, -3.76], [-3.92, -2.61, 5.19], [2.60, 0.50, 6.51], [3.91, -6.10, 2.14], [-4.96, 2.26, -5.35], [-2.71, 2.40, -0.46], [1.21, -0.99, 5.34]]}



Record 5
{"formula": "C28H56Cl2O27", "method": "ωB97M-V/def2-TZVPD", "charge": 0, "e_lumo_ev": 0.24, "homo_lumo_gap_ev": 10.55, "homo_energy_ev": -10.311, "spin_multiplicity": 1, "symbols": ["Cl", "Cl", "O", "O", "O", "O", "O", "O", "O", "O", "O", "O", "O", "O", "O", "O", "O", "O", "O", "O", "O", "O", "O", "O", "O", "O", "O", "O", "O", "C", "C", "C", "C", "C", "C", "C", "C", "C", "C", "C", "C", "C", "C", "C", "C", "C", "C", "C", "C", "C", "C", "C", "C", "C", "C", "C", "C", "H", "H", "H", "H", "H", "H", "H", "H", "H", "H", "H", "H", "H", "H", "H", "H", "H", "H", "H", "H", "H", "H", "H", "H", "H", "H", "H", "H", "H", "H", "H", "H", "H", "H", "H", "H", "H", "H", "H", "H", "H", "H", "H", "H", "H", "H", "H", "H", "H", "H", "H", "H", "H", "H", "H", "H"], "coordinates": [[-3.24, 5.16, 0.73], [-2.80, 3.66, 3.24], [1.51, 7.89, 2.17], [-0.72, -0.94, -3.77], [2.61, 1.01, -1.53], [1.72, 4.55, 5.24], [-4.70, -1.06, 2.43], [-3.61, 0.54, 3.67], [2.89, 5.69, 6.88], [4.01, 1.17, 0.10], [-3.08, -6.36, 0.29], [-5.32, 1.08, 2.36], [3.71, 7.54, 2.85], [0.71, -7.55, -1.55], [4.03, -3.08, -4.01], [0.51, 0.71, 0.88], [0.89, 6.46, 6.03], [0.09, -2.97, -3.62], [-0.96, -2.27, -5.59], [-3.41, -4.28, -0.49], [2.51, 5.96, 1.74], [2.57, -1.52, -3.25], [0.12, -1.53, 0.45], [0.00, -5.78, -0.45], [3.05, 3.10, -0.64], [2.30, -6.14, -0.46], [3.03, -1.53, -5.34], [-1.48, 0.00, 0.01], [-3.58, -6.09, -1.89], [4.65, 1.73, 1.22], [0.34, -4.28, -4.06], [1.66, -8.56, -1.82], [-2.69, -0.42, 4.20], [3.20, 1.88, -0.67], [-0.01, -4.50, 0.15], [-3.48, 3.58, 1.56], [0.94, 7.79, 6.48], [1.90, 5.57, 6.14], [-6.29, 0.80, 1.42], [3.49, -2.02, -6.59], [3.67, 5.06, 1.66], [1.55, 9.27, 2.17], [-3.38, -5.49, -0.70], [-4.56, 0.10, 2.82], [1.13, -6.48, -0.73], [2.65, 7.14, 2.36], [1.90, 1.52, -2.58], [2.45, -2.09, -1.90], [0.73, 4.61, 4.23], [3.26, -2.13, -4.21], [-3.89, -5.36, -3.00], [-1.47, 0.08, -4.40], [-2.54, -0.93, -0.39], [-3.22, -7.75, 0.12], [-0.28, -0.35, 0.46], [0.02, 2.02, 0.79], [-0.61, -2.09, -4.41], [0.52, 9.62, 2.23], [-2.80, -1.64, 0.40], [-1.83, -0.60, 3.55], [1.18, -4.27, -4.75], [-3.41, -0.31, -0.60], [-2.27, 0.07, 5.08], [-6.86, -0.09, 1.68], [0.71, -4.86, -3.22], [3.32, 4.03, 1.69], [0.84, 2.74, 0.88], [-0.57, -4.73, -4.47], [-1.05, 1.06, -4.17], [4.36, 5.32, 0.86], [2.59, -8.04, -2.03], [-3.01, 2.75, 1.03], [5.44, 1.09, 1.61], [-2.39, -8.06, -0.53], [5.16, 2.68, 1.02], [0.89, 7.93, 7.56], [-2.21, -1.43, -1.30], [1.13, 2.14, -2.13], [-4.36, -6.09, -3.68], [-0.49, 2.29, -0.14], [-2.50, 0.05, -4.03], [3.39, -2.58, -1.63], [-0.27, 4.53, 4.66], [-0.74, 2.10, 1.57], [4.29, 5.17, 2.55], [2.24, -1.24, -1.24], [1.66, -2.83, -1.78], [1.97, 9.66, 3.10], [-4.55, 3.40, 1.66], [0.58, -4.54, 1.06], [0.66, 3.74, 3.57], [-3.00, -4.95, -3.48], [0.68, 5.49, 3.57], [1.54, 0.73, -3.25], [1.84, -9.23, -0.99], [-3.12, -8.30, 1.05], [-4.13, -8.07, -0.38], [-1.00, -4.13, 0.39], [3.22, -1.36, -7.42], [2.61, 2.14, -3.13], [4.57, -2.18, -6.58], [3.93, 1.82, 2.03], [2.98, -2.98, -6.69], [1.90, 9.68, 1.22], [-4.53, -4.48, -2.93], [-1.48, 0.00, -5.49], [-3.23, -1.30, 4.53], [-5.79, 0.68, 0.45], [0.40, -3.72, -0.50], [1.44, -9.16, -2.70], [0.11, 8.31, 6.00], [1.91, 8.19, 6.18], [-6.95, 1.65, 1.27]]}



Here are the calculated ΔE to the lowest compared entry with this formula, charge and spin numbers, same order: 1.521; 5.826; 0.000; 0.000; 3.377 (eV).